Record 1
{
  "formula": "C17H21NO4",
  "method": "ωB97M-V with the def2-TZVPD basis set",
  "total_energy_ha": -1015.690920,
  "orbital_gap_ev": 8.7,
  "total_charge": 0,
  "smiles": "O=C(COC(=O)c1ccccc1O)NCCC1=CCCCC1",
  "de_lowest_kcal_mol": 306.1,
  "largest_force_ev_per_a": 14.895,
  "e_homo_ev": -8.472,
  "lumo_energy_ev": 0.26,
  "species": ["O", "C", "N", "H", "C", "H", "H", "C", "C", "C", "C", "C", "C", "C", "H", "H", "H", "H", "H", "H", "H", "H", "H", "H", "H", "C", "H", "H", "O", "C", "O", "C", "C", "C", "C", "C", "C", "O", "H", "H", "H", "H", "H"],
  "xyz": [[0.38342, 3.01205, 0.63429], [-0.52158, 2.38488, 0.16951], [-0.79440, 2.01427, -1.12914], [-1.49430, 1.44062, -1.22677], [0.17861, 2.64722, -2.11398], [-0.58210, 2.91624, -2.79706], [0.60373, 3.29789, -1.55582], [1.00438, 1.23037, -2.56676], [0.08739, 0.06202, -2.88754], [-0.96149, 0.21245, -3.88976], [-1.87685, -1.12402, -4.15247], [-1.84795, -2.03847, -3.02139], [-0.52309, -2.17360, -2.71847], [0.14230, -1.27606, -2.11189], [-0.05247, -0.94359, -1.09651], [1.12871, -1.40931, -1.92811], [-0.14822, -2.59210, -3.57092], [-0.69048, -3.15553, -1.88910], [-2.51297, -2.92120, -3.54778], [-2.59897, -1.61489, -2.16090], [-1.50786, -1.38011, -5.11089], [-2.99622, -0.62060, -4.23018], [-1.06308, 0.94758, -4.42655], [1.42954, 0.82828, -1.65234], [1.73455, 1.41679, -3.49667], [-1.50109, 1.82114, 1.26478], [-2.14323, 2.84364, 1.72540], [-2.07065, 0.90651, 0.86034], [-0.89191, 1.34642, 2.59446], [-0.01423, 0.38726, 2.21256], [0.25056, -0.20370, 1.06287], [0.95963, -0.03435, 3.37795], [0.63718, 0.45553, 4.61109], [1.38653, 0.19954, 5.74929], [2.30807, -0.89040, 5.60715], [2.50984, -1.74625, 4.29313], [1.93742, -1.08787, 3.15020], [1.76826, -1.80191, 2.12735], [1.43479, -1.35141, 1.39192], [3.20563, -2.48237, 4.33013], [2.70099, -1.24982, 6.39401], [1.07443, 0.40013, 6.88335], [-0.07281, 1.32675, 4.84121]],
  "forces_ev_per_a": [[1.56, 1.32, -0.70], [-1.78, -2.56, 1.39], [5.92, 5.91, 3.93], [-4.38, -3.79, -1.60], [-4.23, -9.79, -2.77], [0.42, 1.14, -1.74], [3.52, 4.59, 2.89], [0.04, 1.63, -1.34], [-4.51, 1.58, -4.33], [3.86, -10.99, 9.28], [-2.70, 7.61, -0.28], [-9.28, 0.49, -1.48], [-3.56, -13.89, 2.03], [4.40, 11.88, 4.26], [-1.33, -0.39, 0.48], [3.54, -1.23, -0.16], [2.05, -1.15, -2.14], [1.45, 1.84, -1.98], [2.12, 1.09, 2.06], [2.02, -0.94, -1.76], [-0.13, -1.29, -0.95], [2.53, -1.49, -0.42], [-1.04, 7.84, -5.57], [1.20, 0.86, 0.12], [-1.24, -0.39, 2.44], [-2.79, 1.66, 1.40], [1.45, -3.41, -1.77], [0.26, 1.74, 0.80], [0.91, -1.13, -4.86], [4.42, -2.92, -0.25], [-2.92, 3.80, 3.79], [-1.68, 0.55, -1.79], [-0.24, 3.47, 2.01], [1.06, -3.65, 1.89], [-3.35, 0.88, -8.35], [-2.60, 8.09, 3.00], [-2.09, -0.12, 5.54], [2.51, -4.09, -2.33], [-1.37, 1.52, -1.86], [1.65, -2.30, -0.31], [3.13, -2.56, 5.67], [0.71, 0.26, -2.93], [0.48, -1.64, -1.30]],
  "mulliken_charge": [-0.639, 0.560, -0.215, 0.219, -0.996, 0.450, 0.529, -0.752, 0.851, -1.483, -0.823, -0.302, -0.553, -0.721, 0.194, 0.605, 0.362, 0.083, 0.210, 0.208, 0.400, 0.299, 0.983, 0.322, 0.322, -0.364, 0.221, 0.274, -0.248, 0.835, -0.730, 0.211, -0.159, -0.659, -0.419, -1.082, 0.556, -0.453, 0.396, 0.514, 0.576, 0.224, 0.191]
}

Record 2
{
  "formula": "C17H21NO6S",
  "method": "ωB97M-V with the def2-TZVPD basis set",
  "total_energy_ha": -1564.749542,
  "orbital_gap_ev": 9.2,
  "total_charge": 0,
  "smiles": "COCCCNC(=O)c1ccc(CS(=O)(=O)c2ccc(OC)cc2)o1",
  "de_lowest_kcal_mol": 0.1,
  "largest_force_ev_per_a": 1.257,
  "e_homo_ev": -8.793,
  "lumo_energy_ev": 0.46,
  "species": ["C", "O", "C", "C", "C", "N", "C", "O", "C", "C", "C", "C", "C", "H", "H", "S", "O", "O", "C", "C", "C", "C", "C", "C", "H", "H", "O", "C", "H", "H", "H", "H", "H", "O", "H", "H", "H", "H", "H", "H", "H", "H", "H", "H", "H", "H"],
  "xyz": [[-1.87303, 0.51876, -1.68923], [-1.65606, -0.57444, -0.83880], [-1.83704, -1.82878, -1.47149], [-1.29678, -2.91609, -0.54620], [0.22020, -3.07492, -0.67689], [0.89121, -1.79826, -0.70216], [1.75433, -1.47431, -1.68875], [2.14179, -2.26112, -2.53513], [2.23125, -0.07964, -1.65155], [3.30347, 0.48213, -2.29196], [3.31025, 1.84577, -1.93198], [2.23288, 2.03296, -1.11028], [1.74176, 3.22550, -0.40739], [0.68039, 3.40592, -0.55921], [2.32160, 4.10752, -0.65951], [1.92268, 2.97204, 1.41935], [1.50588, 4.19671, 2.04867], [3.24557, 2.48434, 1.68730], [0.72634, 1.69308, 1.77667], [-0.61569, 2.00912, 1.72563], [-1.56682, 1.02807, 1.93949], [-1.16148, -0.27867, 2.20705], [0.20463, -0.57792, 2.27648], [1.14578, 0.40597, 2.05768], [2.20353, 0.19990, 2.09931], [0.49667, -1.59092, 2.50428], [-2.00104, -1.31740, 2.41650], [-3.38782, -1.10994, 2.26160], [-3.61850, -0.75165, 1.25465], [-3.84969, -2.08356, 2.41735], [-3.77366, -0.40543, 3.00406], [-2.61184, 1.28709, 1.89457], [-0.90832, 3.03054, 1.53610], [1.57633, 0.86631, -0.92838], [4.01118, 2.59247, -2.24272], [3.99161, -0.03156, -2.93030], [0.53530, -1.07555, -0.09282], [0.59751, -3.67957, 0.15599], [0.48167, -3.57782, -1.61278], [-1.55147, -2.64150, 0.47742], [-1.77332, -3.86807, -0.77926], [-1.30408, -1.84706, -2.43294], [-2.90832, -1.98574, -1.67295], [-1.70670, 1.41304, -1.09126], [-1.17419, 0.50917, -2.53457], [-2.89796, 0.52351, -2.08165]],
  "forces_ev_per_a": [[-0.03, 0.06, -0.11], [-0.03, -0.19, 0.24], [-0.14, -0.24, 0.04], [0.16, 0.34, -0.26], [-0.10, -0.29, -0.01], [-0.07, 0.06, 0.13], [-0.22, -0.07, 0.34], [0.20, 0.09, -0.16], [0.93, 0.28, -0.79], [-0.65, -0.51, 0.34], [-0.59, 0.23, 0.43], [0.78, 0.12, -0.69], [-0.14, -0.56, 1.05], [-0.09, 0.10, -0.07], [0.06, 0.06, 0.08], [-0.15, 0.35, -0.16], [-0.35, 0.04, -0.13], [0.04, -0.39, -0.16], [0.46, 0.56, -0.16], [0.00, 0.02, 0.05], [-0.16, -0.13, 0.04], [0.23, 0.11, 0.00], [-0.21, 0.04, 0.11], [0.02, -0.06, 0.07], [0.13, -0.11, -0.01], [0.05, -0.13, 0.03], [0.35, 0.03, 0.06], [-0.27, 0.03, -0.05], [0.01, 0.01, 0.01], [0.00, 0.09, -0.01], [0.03, -0.02, -0.03], [-0.11, 0.00, -0.01], [-0.13, 0.11, -0.02], [-0.24, -0.14, -0.02], [0.13, 0.22, -0.01], [0.09, -0.18, -0.13], [0.11, 0.06, -0.14], [0.00, -0.05, -0.13], [-0.04, 0.01, 0.18], [-0.12, -0.06, 0.04], [-0.03, -0.04, 0.06], [-0.03, 0.02, 0.01], [0.11, 0.04, -0.03], [-0.02, 0.07, -0.07], [0.00, 0.02, 0.01], [0.02, 0.03, 0.00]],
  "mulliken_charge": [-0.878, 0.154, -0.960, -0.126, -1.082, 0.134, 0.215, -0.716, 0.252, -0.611, -1.076, 0.557, -0.858, 0.409, 0.466, 1.347, -0.706, -0.687, -0.341, -0.828, -0.614, 0.930, -0.562, -0.038, 0.518, 0.384, -0.470, -0.868, 0.274, 0.251, 0.405, 0.471, 0.487, 0.285, 0.512, 0.598, -0.187, 0.293, 0.501, 0.014, 0.437, 0.425, 0.527, 0.160, 0.293, 0.307]
}

Record 3
{
  "formula": "C17H22AgIN3OP",
  "method": "ωB97M-V with the def2-TZVPD basis set",
  "total_energy_ha": -1686.402227,
  "orbital_gap_ev": 7.0,
  "total_charge": 0,
  "largest_force_ev_per_a": 0.190,
  "e_homo_ev": -7.204,
  "lumo_energy_ev": -0.16,
  "species": ["Ag", "I", "C", "C", "C", "C", "C", "C", "C", "C", "C", "C", "H", "H", "H", "H", "H", "H", "C", "O", "H", "H", "H", "C", "N", "C", "N", "C", "N", "C", "P", "C", "C", "H", "H", "H", "H", "H", "H", "H", "H", "H", "H", "H", "H", "H"],
  "xyz": [[0.41796, -0.90914, 2.50578], [-0.96261, -3.16367, 0.66308], [0.77345, -2.84437, -0.51348], [0.74915, -3.52861, -1.69790], [1.84270, -3.46644, -2.58194], [2.93048, -2.72547, -2.23838], [2.97296, -2.00693, -1.01826], [4.12782, -1.25010, -0.71281], [4.19096, -0.53930, 0.44576], [3.09498, -0.54610, 1.33263], [1.92909, -1.26062, 1.11754], [1.87518, -2.02845, -0.09724], [-0.10734, -4.13665, -1.95475], [1.80938, -4.01610, -3.51346], [3.79144, -2.66942, -2.89432], [4.95009, -1.25444, -1.41874], [5.07555, 0.03838, 0.68731], [3.18490, 0.05490, 2.23072], [-1.17646, 0.41467, 4.70725], [-1.29256, -0.25423, 3.49315], [-0.33370, 1.12620, 4.73924], [-1.04306, -0.27099, 5.55992], [-2.08594, 1.00208, 4.91950], [-3.16923, 1.53473, -1.05684], [-2.38182, 0.35241, -0.52704], [-1.15120, 0.14431, -1.42052], [-0.38398, 1.33374, -1.51213], [-1.20156, 2.43829, -1.98842], [-2.35409, 2.70061, -1.12843], [-1.93648, 3.18391, 0.20183], [-0.85955, 1.99930, 1.18085], [-1.99833, 0.55854, 0.91578], [0.29067, 1.64086, -0.24401], [-4.01462, 1.68584, -0.38593], [-3.52481, 1.25953, -2.05151], [-2.94731, -0.49609, -0.57981], [-1.53926, -0.14790, -2.39810], [-0.57684, -0.67037, -0.98118], [-1.56507, 2.20114, -2.99151], [-0.58962, 3.33741, -2.04170], [-2.83218, 3.41220, 0.78478], [-1.40242, 4.12594, 0.06425], [-2.90845, 0.69302, 1.49957], [-1.53675, -0.35903, 1.26110], [0.92939, 0.79999, 0.03327], [0.93907, 2.50638, -0.39489]],
  "forces_ev_per_a": [[-0.11, -0.05, 0.04], [0.11, 0.00, -0.05], [-0.07, -0.05, 0.06], [-0.04, -0.01, 0.00], [0.03, 0.02, -0.01], [0.00, 0.01, 0.00], [-0.03, 0.02, 0.03], [0.01, -0.01, -0.03], [0.01, 0.01, 0.01], [-0.02, -0.04, -0.01], [0.13, -0.05, -0.04], [-0.02, 0.02, -0.01], [0.00, 0.00, 0.01], [0.01, 0.00, 0.00], [0.00, 0.00, 0.00], [0.00, 0.01, 0.00], [0.00, 0.00, -0.01], [0.01, 0.00, 0.01], [-0.05, -0.03, -0.05], [0.10, 0.07, -0.01], [-0.02, 0.01, 0.01], [0.02, 0.02, 0.01], [0.00, -0.01, 0.03], [-0.01, 0.05, -0.01], [-0.02, 0.03, -0.01], [-0.01, -0.03, 0.01], [0.01, 0.01, -0.01], [-0.01, 0.00, -0.01], [0.00, -0.01, 0.00], [-0.01, -0.01, 0.03], [-0.12, 0.05, -0.13], [0.03, 0.02, 0.00], [0.04, -0.02, 0.09], [0.00, -0.01, 0.00], [0.00, -0.01, 0.00], [0.02, -0.02, 0.01], [-0.01, -0.01, 0.00], [0.00, 0.02, -0.02], [0.00, 0.00, 0.00], [0.00, 0.00, 0.00], [0.00, 0.00, 0.00], [0.00, 0.00, 0.00], [-0.01, 0.00, -0.01], [0.00, 0.00, 0.04], [0.02, 0.02, 0.00], [0.00, 0.01, 0.01]],
  "mulliken_charge": [-0.105, 0.109, 0.033, -0.543, -0.587, -0.859, 0.852, -0.877, -0.769, 0.284, -1.755, 1.676, 0.412, 0.398, 0.343, 0.345, 0.396, 0.461, -0.849, -0.662, 0.262, 0.259, 0.259, -0.776, 0.141, 0.014, 0.177, -0.947, 0.112, -0.860, 0.099, 0.071, 0.199, 0.380, 0.364, 0.379, 0.407, -0.485, 0.320, 0.381, 0.400, 0.420, 0.416, -0.312, -0.477, 0.492]
}